ORCA calculation (ωB97M-V with the def2-TZVPD basis set) on a structure of composition C5H15Co3FN5O18P2.

Output
* Kohn-Sham gap (spin up / spin down): 5.1 / 5.3 eV
* E_tot: -6758.29203 Eh
* LUMO level (spin up / spin down): 0.9 / 0.9 eV
* <S²>: 24.778

Geometry as ORCA input:
```
! RIJCOSX wB97M-V def2-TZVPD def2/J DEFGRID3
* xyz -1 10
Co 1.467 -3.065 0.079
Co 0.778 -0.565 1.874
Co -1.242 -2.106 -1.165
P 0.694 -0.454 -0.703
O 1.853 -1.458 -0.962
O 0.032 -1.452 0.253
O -0.405 -0.455 -1.771
O 0.893 0.605 0.345
P 1.449 -3.226 2.687
O 1.239 -4.291 1.563
O 2.129 -2.206 1.715
O 2.662 -3.145 3.690
O 0.436 -2.156 2.946
F 0.017 -3.753 -1.186
C 0.776 2.602 -2.121
N -0.257 3.548 -1.622
O -1.165 3.836 -2.417
O -0.244 3.967 -0.485
H 0.246 1.731 -2.506
H 1.520 2.442 -1.341
H 1.313 2.998 -2.982
C -2.979 -3.631 2.770
N -2.403 -2.816 1.739
O -2.245 -1.619 2.079
O -2.182 -3.212 0.593
H -3.427 -4.449 2.206
H -3.853 -3.192 3.251
H -2.173 -3.927 3.442
C 3.659 -0.550 -3.589
N 2.654 -0.204 -4.659
O 2.770 -0.622 -5.791
O 1.815 0.576 -4.330
H 3.309 -1.470 -3.121
H 3.738 0.279 -2.886
H 4.610 -0.754 -4.081
C -2.780 1.149 -0.165
N -3.737 0.122 -0.711
O -4.953 0.400 -0.878
O -3.255 -0.996 -0.878
H -1.876 0.649 0.183
H -3.272 1.839 0.522
H -2.461 1.810 -0.971
C 0.355 3.306 2.682
N 1.075 4.610 2.783
O 0.485 5.629 3.169
O 2.336 4.543 2.765
H -0.567 3.462 3.243
H 0.996 2.541 3.120
H 0.169 3.127 1.623
*
```



ORCA calculation (ωB97M-V with the def2-TZVPD basis set) on a cluster of 2 separate species, C3H13N2O in total.

Output
* Kohn-Sham gap (spin up / spin down): 3.4 / 10.6 eV
* E_tot: -306.67605 Eh
* LUMO level (spin up / spin down): 0.8 / 0.6 eV
* <S²>: 0.751
* energy above the lowest of the compared OMol25 structures with the same formula, charge and spin: 140.6 kJ/mol

Geometry as ORCA input:
```
! RIJCOSX wB97M-V def2-TZVPD def2/J DEFGRID3
* xyz 0 2
C 0.512 1.231 -0.220
C -0.825 0.927 0.557
C -0.380 0.374 2.047
N 0.332 -0.831 1.773
N 0.911 -0.062 -0.721
H 1.383 1.628 0.376
H 0.410 1.799 -1.051
H -1.444 0.221 -0.001
H -1.120 1.960 0.752
H 0.083 1.149 2.609
H -1.316 0.205 2.633
H -0.280 -1.755 1.840
H 1.120 -0.885 2.385
H 1.942 -0.038 -0.949
H 0.820 -0.598 0.196
H 0.360 -0.495 -1.493
H -1.132 -0.844 -3.640
H -0.807 -2.394 -3.808
O -0.568 -1.591 -3.288
*
```



ORCA calculation (ωB97M-V with the def2-TZVPD basis set) on a cluster of 2 separate species, CH4O3PS in total.

Output
* Kohn-Sham gap: 7.1 eV
* E_tot: -1005.82278 Eh
* LUMO level: 3.8 eV
* energy above the lowest of the compared OMol25 structures with the same formula, charge and spin: 189.8 kJ/mol

Geometry as ORCA input:
```
! RIJCOSX wB97M-V def2-TZVPD def2/J DEFGRID3
* xyz -1 1
C -1.689 0.061 -0.519
O 1.936 1.826 0.022
O -1.550 -1.072 -0.805
O 1.343 0.316 1.766
P 0.908 0.864 0.275
S 1.497 -1.046 -1.014
H -1.798 0.457 0.588
H -1.729 0.885 -1.267
H 0.198 -1.807 -1.080
H 0.883 -0.484 2.035
*
```



ORCA calculation (ωB97M-V with the def2-TZVPD basis set) on the molecule C8H12OS.

Output
* Kohn-Sham gap (spin up / spin down): 7.1 / 7.1 eV
* E_tot: -785.16676 Eh
* LUMO level (spin up / spin down): -0.4 / -0.4 eV
* energy above the lowest of the compared OMol25 structures with the same formula, charge and spin: 701.8 kJ/mol

Geometry as ORCA input:
```
! RIJCOSX wB97M-V def2-TZVPD def2/J DEFGRID3
* xyz 0 1
C -1.276 -1.823 0.116
C -2.634 -1.825 -0.077
C -0.412 -1.013 0.823
C -3.054 0.717 -0.780
C -0.217 1.242 0.614
C 0.808 -0.292 -1.199
C 1.915 0.103 1.089
C 0.590 -0.110 0.345
O -3.563 1.927 -0.813
S -3.727 -0.469 0.295
H -0.847 -2.691 -0.165
H -3.005 -2.810 -0.368
H -0.099 1.297 1.715
H 0.228 2.125 0.191
H -1.155 1.044 0.148
H 1.815 0.016 -1.385
H 0.592 -1.245 -1.623
H 0.173 0.361 -1.662
H 2.199 1.074 1.378
H 1.960 -0.344 2.008
H 2.732 -0.383 0.556
H -4.246 2.020 -0.255
*
```



ORCA calculation (ωB97M-V with the def2-TZVPD basis set) on a structure of composition C19H14OPPtS4.

Output
* Kohn-Sham gap: 5.4 eV
* E_tot: -2861.21886 Eh
* LUMO level: 2.6 eV

Geometry as ORCA input:
```
! RIJCOSX wB97M-V def2-TZVPD def2/J DEFGRID3
* xyz -1 1
Pt 0.495 -0.084 -0.291
S -1.697 0.709 -0.254
S -2.314 1.478 -2.018
S -0.805 1.280 -3.353
S 1.000 1.107 -2.295
O -0.531 -2.639 0.622
C 0.297 -1.773 0.762
C 1.396 -2.152 1.848
C 1.473 -3.418 2.383
C 2.507 -3.726 3.268
C 3.443 -2.750 3.598
C 3.342 -1.470 3.062
C 2.299 -1.179 2.186
P 1.959 0.422 1.328
C 3.539 1.352 1.460
C 4.429 1.225 0.393
C 5.670 1.850 0.412
C 6.035 2.626 1.504
C 5.154 2.769 2.569
C 3.914 2.136 2.549
C 0.940 1.327 2.563
C 0.649 2.675 2.352
C -0.195 3.361 3.212
C -0.769 2.709 4.301
C -0.487 1.369 4.515
C 0.365 0.685 3.651
H 0.725 -4.140 2.076
H 2.589 -4.724 3.682
H 4.258 -2.981 4.273
H 4.067 -0.705 3.324
H 4.143 0.638 -0.474
H 6.341 1.740 -0.430
H 6.996 3.125 1.521
H 5.430 3.377 3.422
H 3.243 2.260 3.390
H 1.059 3.196 1.494
H -0.422 4.403 3.020
H -1.441 3.241 4.964
H -0.933 0.843 5.350
H 0.566 -0.365 3.824
*
```



ORCA calculation (ωB97M-V with the def2-TZVPD basis set) on a structure of composition C22H39Cl3GaN3O3Si.

Output
* Kohn-Sham gap: 5.2 eV
* E_tot: -4846.59694 Eh
* LUMO level: -0.4 eV
* energy above the lowest of the compared OMol25 structures with the same formula, charge and spin: 259.8 kJ/mol

Geometry as ORCA input:
```
! RIJCOSX wB97M-V def2-TZVPD def2/J DEFGRID3
* xyz 0 1
C 2.391 3.853 -1.233
C 1.025 3.619 -0.645
H 2.470 4.892 -1.589
H 2.567 3.177 -2.086
H 3.212 3.706 -0.508
C 0.077 4.580 -0.629
C 0.052 5.762 -1.565
H -0.698 4.620 0.152
H 0.143 5.418 -2.609
H 0.826 6.528 -1.378
H -0.912 6.277 -1.472
Ga 1.217 -1.641 3.300
Cl 0.848 -2.352 5.284
Cl 0.203 -1.601 -1.337
H -1.243 -5.224 0.945
H 0.013 -7.002 2.534
C -0.245 -5.006 0.527
C 0.901 -6.704 1.961
N 0.784 -5.322 1.533
H -0.176 -3.966 0.188
C 1.324 -4.381 2.300
O 0.979 -3.150 2.129
H 1.790 -6.781 2.592
H 2.052 -4.701 3.067
H -0.083 -5.695 -0.314
H 0.984 -7.355 1.086
H -0.644 1.195 -2.262
H -2.754 3.188 -1.646
C -1.572 1.039 -2.859
C -3.449 2.379 -1.924
N -2.748 1.102 -2.005
H -1.526 0.060 -3.351
C -3.113 0.051 -1.197
O -2.462 -0.976 -1.016
H -4.228 2.296 -1.158
H -4.078 0.224 -0.671
H -1.666 1.828 -3.620
H -3.906 2.636 -2.890
O 0.732 1.143 -0.854
C 0.807 2.175 -0.022
C -1.593 2.113 0.864
C -0.240 2.248 1.127
H -1.886 1.686 -0.094
C -2.555 2.519 1.799
H 1.773 1.964 0.466
C 0.166 2.574 2.419
H -3.616 2.513 1.522
C -2.149 2.914 3.074
C -0.790 2.904 3.388
H 1.230 2.585 2.642
H -2.897 3.219 3.819
H -0.446 3.153 4.390
Si 2.142 -1.736 -2.016
Cl 2.890 -0.473 2.868
C 2.108 -2.539 -3.763
C 3.006 -2.979 -0.866
C 3.081 -0.123 -2.265
H 1.878 -3.619 -3.748
H 3.078 -2.427 -4.278
H 1.347 -2.041 -4.383
H 2.438 0.616 -2.773
H 3.965 -0.307 -2.900
H 3.408 0.286 -1.295
H 3.102 -2.604 0.161
H 4.010 -3.229 -1.246
H 2.411 -3.906 -0.827
C -3.112 -0.843 2.485
C -1.670 -0.881 2.597
N -0.510 -0.958 2.700
H -3.559 -1.400 3.338
H -3.404 -1.304 1.523
H -3.499 0.185 2.516
*
```